No. 1
{
  "formula": "C23H49N2O6",
  "method": "wB97M-V/def2-TZVPD",
  "symbols": ["C", "C", "C", "C", "C", "C", "O", "C", "C", "O", "C", "O", "C", "C", "O", "C", "C", "C", "C", "N", "O", "C", "C", "C", "C", "H", "H", "H", "H", "H", "H", "H", "H", "H", "H", "H", "H", "H", "H", "H", "H", "H", "H", "H", "H", "H", "H", "H", "H", "H", "H", "H", "H", "H", "H", "H", "H", "H", "H", "H", "H", "H", "H", "C", "C", "C", "O", "C", "N", "H", "H", "H", "H", "H", "H", "H", "H", "H", "H", "H"],
  "coordinates": [[-6.0383, -1.1233, -1.4979], [-4.7656, -1.7253, -2.0963], [-4.1078, -0.7142, -3.0439], [-3.8464, -2.2399, -0.9682], [-4.3701, -3.5642, -0.4070], [-2.3881, -2.4443, -1.4013], [-1.5556, -1.2924, -1.4416], [-1.0829, -0.6613, -0.2282], [-0.8136, -1.7422, 0.8170], [-0.1783, -1.1344, 1.9217], [-0.3237, -1.8471, 3.1127], [0.2416, -1.0451, 4.1018], [0.5903, -1.7488, 5.2828], [-0.6143, -2.1695, 6.1249], [-0.9370, -3.5467, 5.9532], [0.2432, -0.0110, -0.6869], [0.6209, 1.4128, -0.2194], [1.4148, 1.3798, 1.0881], [1.5055, 2.0661, -1.2762], [-0.6218, 2.2334, -0.0965], [-0.9595, 2.8956, -1.1383], [-1.7415, 1.7529, 0.7627], [-1.3543, 1.8053, 2.2542], [-2.9350, 2.6843, 0.5526], [-2.1470, 0.3480, 0.2648], [-6.8315, -1.0391, -2.2438], [-5.8347, -0.1160, -1.1206], [-6.4287, -1.7120, -0.6649], [-5.0429, -2.6063, -2.6900], [-3.4146, -0.0531, -2.5232], [-3.5455, -1.1992, -3.8429], [-4.8715, -0.0910, -3.5137], [-3.8536, -1.4903, -0.1727], [-3.9722, -4.4089, -0.9784], [-4.0835, -3.7105, 0.6367], [-5.4578, -3.6291, -0.4627], [-2.3683, -2.8240, -2.4261], [-1.9305, -3.2192, -0.7777], [-0.1700, -2.5213, 0.3887], [-1.7581, -2.2049, 1.1355], [0.1923, -2.8232, 3.0682], [-1.3995, -2.0268, 3.3016], [1.1585, -2.6537, 5.0311], [1.2379, -1.0703, 5.8369], [-0.4058, -2.0135, 7.1859], [-1.4602, -1.5264, 5.8598], [-1.7396, -3.6330, 5.4273], [1.0687, -0.6728, -0.4107], [0.1886, -0.0105, -1.7754], [2.3203, 0.7943, 0.9204], [1.7143, 2.3925, 1.3709], [0.8862, 0.9144, 1.9145], [2.4757, 1.5617, -1.2657], [1.6582, 3.1200, -1.0422], [1.0767, 1.9938, -2.2728], [-0.5089, 2.4715, 2.4210], [-1.0888, 0.8288, 2.6569], [-2.1890, 2.2013, 2.8326], [-3.2984, 2.6615, -0.4718], [-3.7350, 2.3712, 1.2267], [-2.6602, 3.7135, 0.7882], [-2.8070, 0.4987, -0.5895], [-2.7508, -0.1124, 1.0550], [7.3609, 2.1569, -3.5880], [5.9151, 2.5508, -3.3080], [5.5723, 2.6719, -1.8193], [5.4491, 1.4414, -1.1339], [6.6544, 0.8532, -0.6926], [5.0224, 1.6416, -4.0257], [7.5203, 1.0937, -3.4037], [7.5995, 2.3434, -4.6343], [8.0573, 2.7208, -2.9649], [5.7539, 3.5506, -3.7264], [4.5889, 3.1415, -1.7375], [6.2994, 3.3167, -1.3064], [7.3745, 1.6167, -0.3784], [7.1217, 0.2330, -1.4616], [6.4137, 0.2240, 0.1634], [4.0665, 1.9778, -3.9767], [5.0241, 0.7420, -3.5541]],
  "homo_lumo_gap_ev": [8.042, 9.440],
  "lumo_energy_ev": [0.4, 0.4],
  "s_squared": 0.754,
  "largest_force_ev_per_a": 0.27,
  "multiplicity": 2
}

---

No. 2
{
  "formula": "C23H49N3OP4Re",
  "method": "wB97M-V/def2-TZVPD",
  "symbols": ["Re", "P", "P", "P", "H", "C", "C", "H", "C", "C", "C", "C", "C", "C", "C", "C", "C", "H", "H", "H", "H", "H", "H", "H", "H", "H", "H", "H", "H", "H", "H", "H", "H", "H", "H", "H", "H", "H", "H", "H", "H", "H", "H", "H", "H", "H", "C", "C", "C", "C", "C", "C", "O", "H", "H", "H", "H", "H", "H", "C", "N", "C", "N", "C", "N", "C", "P", "C", "C", "H", "H", "H", "H", "H", "H", "H", "H", "H", "H", "H", "H"],
  "coordinates": [[0.3898, 0.3986, -0.2586], [2.1423, 0.8359, 1.1951], [-0.2714, 2.4035, -0.8708], [2.3692, -0.2315, -1.7724], [-0.4576, -3.4442, 0.5794], [0.6252, -3.6963, 0.4833], [1.4561, -3.2971, 1.4392], [1.0634, -2.8188, 2.3652], [2.0998, 1.0248, 3.1046], [3.0076, 2.5110, 0.9791], [3.7919, -0.1349, 1.4099], [-1.8658, 2.3867, -1.6768], [-0.4704, 3.5833, 0.5161], [0.9133, 3.1303, -2.0502], [3.1822, -1.8866, -1.4569], [3.7235, 0.8388, -1.9649], [1.6384, -0.5314, -3.3730], [1.0031, -3.8200, -0.5491], [2.5345, -3.1917, 1.1973], [1.7539, 0.0761, 3.5574], [1.4335, 1.8624, 3.3883], [3.1180, 1.2374, 3.4807], [2.3276, 3.3164, 1.3063], [3.3042, 2.6499, -0.0755], [3.9134, 2.5037, 1.6197], [3.5783, -1.1368, 1.8264], [4.4223, 0.4200, 2.1344], [4.3598, -0.2285, 0.4692], [-1.8059, 2.6844, -2.7245], [-2.6203, 2.9924, -1.1828], [-2.2485, 1.3679, -1.6883], [-0.5473, 4.6197, 0.1746], [0.3672, 3.4995, 1.2205], [-1.3721, 3.3297, 1.0862], [0.4365, 3.9196, -2.6499], [1.2658, 2.3553, -2.7419], [1.7920, 3.5327, -1.5390], [3.8583, -1.9148, -2.3227], [2.4687, -2.7352, -1.4945], [3.7431, -1.8980, -0.5134], [4.2300, 0.3350, -2.8009], [4.3570, 0.8602, -1.0721], [3.3596, 1.8317, -2.2518], [2.4774, -0.3762, -4.0434], [0.8251, 0.1141, -3.6098], [1.2831, -1.5682, -3.4485], [-1.4957, -1.3759, -2.6029], [-2.5511, -0.8973, -3.4133], [-2.6115, -1.2766, -4.7500], [-1.8065, -2.3034, -5.2013], [-1.0078, -3.0622, -4.3360], [-0.8785, -2.6447, -2.9806], [-1.1994, -0.5357, -1.5932], [1.1289, -0.9735, -1.1752], [-3.1829, -0.1474, -2.9250], [-3.3393, -0.7425, -5.3571], [-1.8610, -2.5467, -6.2609], [-0.5067, -3.9580, -4.7006], [-0.3372, -3.2698, -2.2928], [-2.5066, -0.6369, 4.4567], [-2.3517, 0.7629, 3.9757], [-3.5639, 1.1548, 3.2058], [-3.8450, 0.2171, 2.0976], [-3.9599, -1.1501, 2.6279], [-2.7431, -1.5767, 3.3382], [-1.5836, -1.6998, 2.4483], [-1.1408, -0.0638, 1.5891], [-1.1337, 0.9457, 3.2030], [-2.8890, 0.3200, 1.0154], [-3.3927, -0.6534, 5.1025], [-1.6063, -0.9303, 5.0061], [-3.4149, 2.1682, 2.8204], [-4.4031, 1.1106, 3.9062], [-4.1510, -1.8461, 1.8021], [-4.7908, -1.1573, 3.3498], [-0.7028, -2.0554, 3.0019], [-1.7962, -2.4502, 1.6765], [-1.0085, 2.0156, 2.9524], [-0.2791, 0.6174, 3.8157], [-3.1332, -0.3971, 0.2167], [-2.9113, 1.3278, 0.5794]],
  "homo_lumo_gap_ev": [6.102, 5.251],
  "lumo_energy_ev": [-13.9, -14.7],
  "total_charge": 4,
  "s_squared": 3.828,
  "largest_force_ev_per_a": 7.59,
  "multiplicity": 4
}

---

No. 3
{
  "formula": "C23H50N2O2P2Zr",
  "method": "wB97M-V/def2-TZVPD",
  "symbols": ["Zr", "C", "O", "C", "O", "P", "C", "H", "C", "H", "C", "H", "C", "P", "H", "H", "C", "H", "C", "H", "H", "H", "C", "H", "H", "H", "C", "H", "H", "H", "C", "H", "H", "H", "C", "H", "H", "H", "C", "H", "H", "H", "C", "H", "H", "H", "C", "H", "C", "H", "H", "C", "H", "H", "H", "C", "H", "H", "H", "C", "H", "H", "H", "C", "H", "H", "H", "H", "H", "C", "N", "C", "C", "N", "H", "H", "H", "H", "H", "H"],
  "coordinates": [[-0.1308, -0.3542, -0.5152], [1.5078, -0.5704, -1.8431], [2.3520, -0.7172, -2.6224], [-1.4476, 0.1702, 1.1221], [-2.0887, 0.4896, 2.0487], [0.5298, -2.5765, 0.6558], [1.6062, -2.3700, 2.1288], [1.6981, -3.3914, 2.5027], [-0.9055, -3.5918, 1.1528], [-1.6290, -2.8559, 1.5509], [1.5119, -3.5807, -0.5304], [2.3888, -2.9500, -0.7531], [-0.3344, 1.6374, -3.5648], [-0.7705, 1.8604, -1.7860], [-0.4641, 4.1726, -1.6550], [0.7609, 1.4902, -3.5557], [-2.5541, 2.2848, -1.7505], [-2.6156, 2.8605, -2.6842], [-1.5932, -4.3600, 0.0137], [-1.1704, -5.3710, -0.0968], [-1.5562, -3.8555, -0.9578], [-2.6563, -4.4868, 0.2620], [-0.5199, -4.5587, 2.2820], [-1.2138, -5.4098, 2.2740], [-0.5871, -4.0801, 3.2661], [0.4921, -4.9682, 2.1477], [1.9958, -4.9004, 0.0815], [2.5072, -4.7742, 1.0464], [2.7226, -5.3443, -0.6138], [1.1765, -5.6274, 0.1858], [0.7621, -3.8363, -1.8469], [1.4966, -3.9283, -2.6609], [0.0739, -3.0234, -2.1327], [0.1908, -4.7782, -1.8067], [3.0030, -1.8336, 1.7673], [3.6976, -2.6551, 1.5483], [3.4030, -1.2672, 2.6197], [2.9790, -1.1580, 0.8949], [0.9346, -1.5159, 3.2040], [0.9103, -0.4638, 2.9060], [1.5323, -1.5646, 4.1263], [-0.0914, -1.8297, 3.4378], [-0.6504, 2.8851, -4.4118], [-0.5549, 3.8352, -3.8634], [-1.6583, 2.8206, -4.8479], [0.0578, 2.9150, -5.2541], [-0.9820, 0.3898, -4.1764], [-2.0814, 0.4578, -4.1651], [0.2311, 3.5202, 0.2307], [-0.6662, -0.5381, -3.6753], [-0.6584, 0.3140, -5.2266], [1.5686, 3.4156, -1.8881], [1.1772, 3.1187, 0.6176], [0.1945, 4.5609, 0.5742], [-0.5971, 3.0282, 0.7541], [0.1576, 3.3639, -1.2764], [2.2120, 4.0607, -1.2707], [1.5367, 3.8441, -2.8965], [2.0352, 2.4205, -1.9351], [-2.9798, 3.1706, -0.5708], [-2.9188, 2.6312, 0.3890], [-4.0364, 3.4408, -0.7183], [-2.4057, 4.1035, -0.5079], [-3.4925, 1.0679, -1.8482], [-3.1664, 0.3252, -2.5890], [-4.4853, 1.4330, -2.1614], [-3.6199, 0.5651, -0.8744], [1.1700, 1.1528, 0.0479], [1.5487, -0.1568, 0.5810], [1.5729, 3.6272, 3.4437], [0.6211, 2.5408, 3.5083], [-0.6087, 2.6432, 4.2959], [0.6993, 1.6889, 2.5478], [0.1758, 1.1774, 1.5677], [1.7287, 3.9799, 4.4595], [1.1185, 4.4103, 2.8422], [2.5225, 3.3148, 2.9991], [-1.4584, 2.2976, 3.7159], [-0.5151, 2.0583, 5.2145], [-0.6968, 3.6994, 4.5192]],
  "homo_lumo_gap_ev": [4.933, 4.935],
  "lumo_energy_ev": [-16.4, -16.4],
  "total_charge": 4,
  "largest_force_ev_per_a": 9.15
}

---

Sequential calculated total energy output: -39907.287, -70402.936, -51544.514 eV
Sequential energy relative to the best compared isomer or geometry (same formula, charge and spin) output: 0.0000, 4.2530, 2.1557 eV